Entry 1:
100
Properties=species:S:1:pos:R:3:mulliken_charge:R:1 method="wB97M-V/def2-TZVPD" relative_energy_kcal_mol=7.6 homo_lumo_gap_ev="7.403 / 7.404" total_charge=+1
Ir 0.7521 -0.1640 -0.0568 1.703
C -1.2474 -0.2197 -3.5091 -1.660
C -0.3361 1.0117 -3.4348 2.153
C 1.0090 0.6113 -4.0580 -1.652
C -0.9807 2.1280 -4.2636 -1.985
P -0.1082 1.4576 -1.6192 0.304
C -1.8854 1.7203 -1.0618 -2.516
N -1.9843 1.2874 0.3238 -0.138
B -1.5261 -0.0175 0.7305 0.385
N -0.9226 0.1292 2.0223 0.044
C -0.2205 -0.8736 2.8350 -1.454
P 1.3169 -1.3224 1.9043 -0.422
C 2.6792 -0.4932 2.9095 2.247
C 2.7188 -0.7787 4.4168 -1.695
C 4.0342 -0.8793 2.3030 -1.904
C 2.4367 1.0169 2.7652 -2.076
C 1.4372 -3.1842 2.0452 2.305
C 1.5844 -3.6815 3.4831 -1.744
C 2.6224 -3.6725 1.1955 -1.690
C 0.1599 -3.7905 1.4561 -1.543
C -1.1708 1.4514 2.4496 1.177
C -0.9222 2.0640 3.6679 -0.939
C -1.2801 3.3989 3.8127 -0.981
C -1.8812 4.1003 2.7725 -1.072
C -2.1544 3.4832 1.5591 -0.009
C -1.7981 2.1536 1.4103 -0.673
C 0.6239 3.1954 -1.4618 2.563
C 1.8586 3.3447 -2.3564 -1.918
C -0.3561 4.3350 -1.7690 -1.911
C 1.0858 3.3636 -0.0041 -1.534
H -1.2949 -0.5418 -4.5536 0.684
H -2.2736 -0.0042 -3.1988 0.285
H -0.8585 -1.0467 -2.9179 0.041
H 0.8156 0.1671 -5.0385 0.576
H 1.5329 -0.1311 -3.4534 0.275
H 1.6686 1.4571 -4.2112 0.358
H -1.1709 1.7474 -5.2710 0.525
H -0.3417 3.0035 -4.3642 0.320
H -1.9421 2.4466 -3.8492 0.299
H -2.5373 1.1081 -1.6832 0.322
H -2.2147 2.7477 -1.1587 0.762
H -0.8588 -1.7445 2.9798 0.378
H -0.0134 -0.4586 3.8165 0.111
H 3.1367 -1.7501 4.6598 0.399
H 1.7474 -0.6959 4.9079 0.252
H 3.3681 -0.0295 4.8783 0.516
H 4.3466 -1.8658 2.6506 0.342
H 4.7917 -0.1623 2.6308 0.445
H 4.0308 -0.8829 1.2131 0.307
H 1.5445 1.3314 3.3022 0.138
H 2.3265 1.3129 1.7266 0.327
H 3.2859 1.5508 3.2010 0.784
H 2.5663 -3.4639 3.8895 0.299
H 1.4705 -4.7693 3.4902 0.517
H 0.8279 -3.2672 4.1561 0.285
H 3.5833 -3.4714 1.6645 0.348
H 2.6271 -3.2196 0.2051 0.336
H 2.5401 -4.7546 1.0647 0.534
H -0.7410 -3.5393 2.0201 0.261
H 0.2615 -4.8785 1.4843 0.710
H 0.0217 -3.4926 0.4215 0.042
H -0.4652 1.5317 4.4915 0.579
H -1.0928 3.8983 4.7536 0.437
H -2.1541 5.1371 2.9163 0.444
H -2.6437 4.0268 0.7610 0.524
H 1.6035 3.4756 -3.4073 0.344
H 2.5392 2.4987 -2.2548 0.247
H 2.4001 4.2397 -2.0382 0.498
H -0.9060 4.2108 -2.6984 0.193
H 0.2160 5.2630 -1.8482 0.572
H -1.0683 4.4808 -0.9574 0.381
H 1.9034 2.6829 0.2196 -0.036
H 0.2872 3.1917 0.7201 0.049
H 1.4390 4.3896 0.1342 0.733
Cl 0.4321 -2.9901 -2.0184 -0.244
C 1.9600 -2.1714 -2.0336 1.754
C 2.1337 -1.0070 -1.2732 -2.842
C 3.4110 -0.4346 -1.4236 1.466
Cl 3.7749 1.0781 -0.6632 -0.260
C 4.4281 -0.9866 -2.1994 -0.003
Cl 5.9650 -0.2230 -2.3160 -0.184
C 4.2040 -2.1637 -2.9039 0.228
Cl 5.4413 -2.8611 -3.8693 -0.189
C 2.9499 -2.7520 -2.8243 0.170
Cl 2.6409 -4.1948 -3.7070 -0.183
S -1.8661 -1.5590 -0.2517 0.658
C -3.6392 -1.5278 -0.5171 0.120
N -4.1712 -2.5230 -1.2256 -0.112
C -5.5980 -2.6248 -1.5420 -0.647
C -6.3950 -1.8943 -0.4749 -0.631
C -5.8538 -0.4845 -0.3236 -0.674
N -4.4079 -0.5418 -0.0899 0.196
H -3.5405 -3.2354 -1.5573 0.215
H -5.8561 -3.6812 -1.5751 0.382
H -5.7858 -2.1982 -2.5299 0.309
H -6.3194 -2.4247 0.4754 0.296
H -7.4450 -1.8590 -0.7587 0.367
H -6.3088 0.0270 0.5210 0.386
H -6.0610 0.1007 -1.2223 0.322
H -3.9431 0.2268 0.3808 -0.007

=====

Entry 2:
96
Properties=species:S:1:pos:R:3:lowdin_spin:R:1 method="wB97M-V/def2-TZVPD" relative_energy_kcal_mol=36.5 homo_lumo_gap_ev="6.646 / 5.607" total_charge=+2 spin_multiplicity=5
Co -0.3314 -0.3016 -0.3796 2.058
C 0.3982 -4.1729 -0.4838 0.000
C 1.2342 -3.3916 0.5464 0.003
C 2.3902 -2.6587 -0.1455 0.007
C 1.7897 -4.3274 1.6172 0.000
P 0.1694 -1.9944 1.2403 -0.012
C 1.2632 -1.0806 2.4603 -0.001
N 0.8176 0.2773 2.3180 -0.003
B 0.3534 0.7951 1.0712 -0.075
N -0.0648 2.1255 1.3242 -0.005
C -0.5881 2.9979 0.3127 -0.001
P -0.8461 1.8868 -1.1711 -0.013
C 0.3025 2.6026 -2.4992 0.004
C 0.3838 1.5739 -3.6242 0.009
C -0.1190 3.9613 -3.0486 0.001
C 1.6879 2.7285 -1.8626 0.000
C -2.6858 2.2079 -1.5170 -0.006
C -3.0680 1.5821 -2.8575 0.000
C -3.4505 1.5122 -0.3823 0.000
C -3.0747 3.6876 -1.5184 -0.002
C -0.0403 2.3399 2.6789 0.001
C -0.5642 3.3747 3.4437 0.001
C -0.5231 3.2502 4.8171 0.003
C 0.0632 2.1351 5.4296 0.003
C 0.5998 1.1021 4.6881 0.001
C 0.5252 1.1868 3.3002 0.000
C -1.2088 -2.5914 2.4053 -0.005
C -2.2310 -3.4196 1.6285 0.000
C -0.7190 -3.4331 3.5841 -0.001
C -1.8692 -1.3099 2.9301 0.000
H 0.9187 -4.2232 -1.4393 0.000
H 0.2219 -5.1952 -0.1556 0.000
H -0.5758 -3.7189 -0.6581 0.000
H 2.8543 -3.3094 -0.8843 0.000
H 2.0411 -1.7508 -0.6549 0.006
H 3.1649 -2.3728 0.5624 0.000
H 2.5782 -4.9408 1.1852 0.000
H 2.2130 -3.7780 2.4543 0.000
H 1.0316 -5.0058 1.9934 0.000
H 1.1491 -1.4327 3.4876 0.000
H 2.3175 -1.1701 2.1711 0.000
H -1.5308 3.4385 0.6462 0.000
H 0.1108 3.8126 0.0934 0.000
H -0.5871 1.3644 -4.0638 0.000
H 1.0322 1.9405 -4.4171 0.001
H 0.8093 0.6449 -3.2425 0.011
H -1.0004 3.8926 -3.6803 0.000
H -0.2927 4.6837 -2.2545 0.000
H 0.6884 4.3532 -3.6660 0.000
H 1.9339 1.8320 -1.2937 0.000
H 2.4346 2.8452 -2.6468 0.000
H 1.7667 3.5985 -1.2152 0.000
H -2.6934 0.5622 -2.9462 0.000
H -4.1524 1.5521 -2.9437 0.000
H -2.6864 2.1713 -3.6877 0.000
H -3.5000 0.4403 -0.5428 0.000
H -3.0094 1.7006 0.5977 0.000
H -4.4742 1.8791 -0.3590 0.000
H -2.5091 4.2703 -2.2345 0.000
H -4.1244 3.7537 -1.8002 -0.001
H -2.9775 4.1467 -0.5383 0.000
H -1.0105 4.2408 2.9825 0.000
H -0.9531 4.0221 5.4356 0.000
H 0.0856 2.0848 6.5064 0.000
H 1.0481 0.2505 5.1770 0.000
H -1.7918 -4.3427 1.2597 0.000
H -3.0473 -3.6886 2.2963 0.000
H -2.6544 -2.8704 0.7913 0.000
H -0.4927 -4.4487 3.2783 0.000
H 0.1534 -3.0230 4.0842 0.000
H -1.5179 -3.4905 4.3212 0.000
H -2.0584 -0.5955 2.1237 0.000
H -2.8231 -1.5479 3.3957 0.000
H -1.2559 -0.8213 3.6831 0.000
Se 3.9169 -0.6589 -3.3122 0.948
Se 1.2665 -2.0150 -3.6026 0.634
C -0.5525 -2.0744 -3.0764 0.086
C -1.4256 -2.7622 -3.9313 0.029
C -2.7509 -2.9092 -3.5924 0.010
C -3.1770 -2.3766 -2.3764 0.005
C -2.2598 -1.7073 -1.5969 0.014
N -0.9752 -1.5213 -1.9326 0.023
C 4.4076 0.2760 -1.7467 0.075
C 5.6441 0.9185 -1.6722 0.069
C 5.9384 1.6272 -0.5213 -0.005
C 5.0001 1.6680 0.5029 0.065
C 3.8103 0.9746 0.3287 0.002
N 3.5134 0.2978 -0.7671 0.041
H -1.0385 -3.1718 -4.8509 0.008
H -3.4380 -3.4174 -4.2526 0.001
H -4.1996 -2.4709 -2.0521 0.000
H -2.5546 -1.2848 -0.6388 0.005
H 6.3399 0.8560 -2.4949 0.003
H 6.8773 2.1502 -0.4249 -0.002
H 5.1817 2.2294 1.4063 0.004
H 3.0469 0.9715 1.0965 -0.001

=====

| no. | energy (eV) |
| --- | --- |
| 1 | -137602.3983 |
| 2 | -229622.8401 |